Molecular formula: C48H112N16O16
Method: DFT, ωB97M-V with the def2-TZVPD basis set

Each line ends with the Mulliken charge.
Cartesian coordinates (Å):
1 C -14.746 13.476 -9.628  -0.879
2 C -15.275 13.671 -8.243  0.570
3 O -16.249 13.012 -7.905  -0.654
4 N -14.715 14.568 -7.421  -0.150
5 C -13.648 15.566 -7.677  -0.957
6 H -14.438 12.438 -9.755  0.258
7 H -13.861 14.066 -9.867  0.333
8 H -15.472 13.750 -10.392  0.231
9 H -15.217 14.592 -6.545  0.258
10 H -13.474 16.268 -6.862  0.313
11 H -13.894 16.163 -8.555  0.336
12 H -12.720 15.065 -7.955  0.344
13 C -19.071 14.753 -14.441  -0.822
14 C -19.191 16.215 -14.021  0.631
15 O -18.743 16.530 -12.955  -0.626
16 N -19.827 16.993 -14.930  -0.192
17 C -20.055 18.427 -14.792  -0.890
18 H -19.499 14.096 -13.683  0.265
19 H -18.012 14.518 -14.549  0.192
20 H -19.647 14.572 -15.348  0.296
21 H -20.210 16.641 -15.795  0.234
22 H -21.079 18.686 -15.062  0.322
23 H -19.401 19.053 -15.400  0.283
24 H -19.950 18.757 -13.758  0.307
25 C -18.850 26.009 -18.411  -0.924
26 C -18.040 25.951 -19.687  0.734
27 O -16.922 25.554 -19.651  -0.636
28 N -18.663 26.327 -20.794  -0.210
29 C -18.059 26.374 -22.074  -0.856
30 H -18.767 25.100 -17.816  0.277
31 H -19.886 26.063 -18.745  0.286
32 H -18.586 26.848 -17.768  0.223
33 H -19.651 26.536 -20.821  0.222
34 H -18.703 25.734 -22.678  0.285
35 H -17.000 26.117 -22.081  0.315
36 H -18.175 27.391 -22.448  0.285
37 C -11.059 20.770 -3.264  -0.981
38 C -10.143 19.696 -3.811  0.744
39 O -9.536 19.894 -4.845  -0.647
40 N -9.958 18.582 -3.074  -0.195
41 C -9.056 17.535 -3.438  -0.860
42 H -10.413 21.303 -2.566  0.244
43 H -11.867 20.270 -2.730  0.329
44 H -11.441 21.389 -4.076  0.272
45 H -10.528 18.392 -2.263  0.195
46 H -8.533 17.795 -4.358  0.322
47 H -9.590 16.620 -3.694  0.296
48 H -8.371 17.196 -2.660  0.280
49 C -8.629 26.226 0.203  -0.827
50 C -7.730 26.141 -1.057  0.619
51 O -6.513 26.037 -1.002  -0.627
52 N -8.477 26.139 -2.186  -0.159
53 C -7.916 25.920 -3.480  -0.865
54 H -9.665 26.383 -0.099  0.257
55 H -8.229 26.967 0.895  0.268
56 H -8.510 25.284 0.739  0.229
57 H -9.463 26.349 -2.125  0.210
58 H -8.685 25.608 -4.187  0.322
59 H -7.112 25.188 -3.419  0.294
60 H -7.476 26.848 -3.846  0.280
61 C -18.193 19.087 -7.603  -0.877
62 C -19.150 18.611 -6.496  0.670
63 O -20.039 19.296 -5.990  -0.639
64 N -19.063 17.295 -6.191  -0.131
65 C -19.835 16.650 -5.140  -0.881
66 H -17.785 20.035 -7.254  0.265
67 H -18.710 19.270 -8.545  0.246
68 H -17.335 18.438 -7.777  0.255
69 H -18.398 16.722 -6.690  0.187
70 H -20.029 17.253 -4.253  0.297
71 H -19.292 15.770 -4.795  0.329
72 H -20.804 16.275 -5.471  0.277
73 C -6.608 22.045 -15.346  -0.858
74 C -5.719 21.602 -16.472  0.681
75 O -6.120 21.315 -17.591  -0.646
76 N -4.476 21.243 -16.071  -0.201
77 C -3.514 20.613 -16.915  -0.847
78 H -7.422 21.319 -15.353  0.252
79 H -6.869 23.098 -15.455  0.263
80 H -6.048 21.877 -14.426  0.255
81 H -4.278 21.375 -15.090  0.216
82 H -2.565 20.995 -16.539  0.333
83 H -3.674 20.861 -17.964  0.289
84 H -3.404 19.536 -16.781  0.265
85 C -9.046 27.517 -10.569  -1.179
86 C -8.637 28.926 -10.770  0.809
87 O -9.304 29.646 -11.518  -0.662
88 N -7.435 29.223 -10.269  -0.207
89 C -6.732 30.479 -10.542  -0.806
90 H -10.079 27.270 -10.816  0.314
91 H -8.957 27.136 -9.552  0.348
92 H -8.399 26.926 -11.217  0.289
93 H -6.991 28.541 -9.672  0.220
94 H -6.251 30.732 -9.597  0.290
95 H -7.403 31.239 -10.942  0.302
96 H -5.909 30.344 -11.243  0.279
97 C -22.378 24.867 -11.041  -0.919
98 C -23.566 25.916 -11.091  0.650
99 O -23.387 26.999 -10.606  -0.608
100 N -24.752 25.451 -11.525  -0.209
101 C -25.976 26.237 -11.404  -0.816
102 H -22.635 23.901 -11.475  0.289
103 H -22.083 24.723 -10.002  0.254
104 H -21.473 25.320 -11.446  0.275
105 H -24.735 24.503 -11.873  0.197
106 H -25.766 27.286 -11.194  0.298
107 H -26.580 25.808 -10.604  0.286
108 H -26.581 26.261 -12.310  0.303
109 C -15.214 23.571 -12.819  -0.994
110 C -14.116 22.995 -11.909  0.720
111 O -13.071 22.543 -12.415  -0.670
112 N -14.263 23.082 -10.600  -0.177
113 C -13.291 22.589 -9.645  -0.837
114 H -15.703 24.455 -12.409  0.322
115 H -15.966 22.801 -12.992  0.245
116 H -14.821 23.843 -13.798  0.282
117 H -14.912 23.765 -10.235  0.241
118 H -12.587 21.898 -10.110  0.323
119 H -13.778 21.902 -8.953  0.267
120 H -12.928 23.451 -9.086  0.278
121 C -6.678 16.171 -13.660  -0.893
122 C -7.465 16.601 -12.434  0.654
123 O -8.167 15.792 -11.866  -0.634
124 N -7.164 17.797 -11.942  -0.158
125 C -7.835 18.385 -10.774  -0.876
126 H -6.103 15.282 -13.403  0.250
127 H -5.925 16.892 -13.978  0.286
128 H -7.351 15.937 -14.486  0.250
129 H -6.516 18.419 -12.403  0.243
130 H -7.738 19.466 -10.871  0.313
131 H -7.264 18.149 -9.876  0.283
132 H -8.869 18.072 -10.628  0.281
133 C -15.439 26.471 -0.463  -1.005
134 C -15.181 25.686 -1.746  0.725
135 O -14.182 25.860 -2.454  -0.694
136 N -16.191 24.951 -2.119  -0.189
137 C -16.415 24.365 -3.430  -0.826
138 H -14.895 27.411 -0.559  0.280
139 H -14.985 25.817 0.281  0.267
140 H -16.492 26.709 -0.307  0.342
141 H -16.934 24.808 -1.451  0.210
142 H -16.573 23.289 -3.355  0.281
143 H -15.600 24.555 -4.129  0.307
144 H -17.312 24.840 -3.827  0.304
145 C -12.482 12.772 -15.159  -1.174
146 C -13.037 14.100 -15.540  0.791
147 O -13.821 14.271 -16.433  -0.638
148 N -12.519 15.050 -14.781  -0.158
149 C -12.899 16.484 -14.870  -0.842
150 H -13.026 11.935 -15.597  0.322
151 H -12.496 12.574 -14.087  0.303
152 H -11.448 12.679 -15.493  0.299
153 H -11.725 14.808 -14.206  0.221
154 H -13.559 16.630 -14.015  0.286
155 H -13.377 16.726 -15.819  0.290
156 H -12.094 17.185 -14.649  0.301
157 C -14.979 29.681 -8.919  -1.206
158 C -14.713 28.497 -8.015  0.749
159 O -15.403 27.532 -8.013  -0.644
160 N -13.718 28.595 -7.132  -0.138
161 C -12.709 29.640 -7.117  -0.925
162 H -14.130 29.984 -9.532  0.341
163 H -15.080 30.514 -8.223  0.358
164 H -15.771 29.597 -9.664  0.294
165 H -13.545 27.849 -6.473  0.225
166 H -11.735 29.174 -6.967  0.307
167 H -12.765 30.205 -6.186  0.326
168 H -12.704 30.369 -7.926  0.314
169 C -13.590 29.412 -15.701  -0.905
170 C -13.820 30.722 -16.381  0.630
171 O -14.998 31.055 -16.557  -0.667
172 N -12.831 31.592 -16.751  -0.141
173 C -11.420 31.399 -16.505  -0.827
174 H -13.764 29.380 -14.626  0.226
175 H -12.594 29.085 -16.001  0.343
176 H -14.228 28.646 -16.144  0.244
177 H -13.082 32.484 -17.153  0.249
178 H -11.297 30.694 -15.684  0.294
179 H -11.062 32.383 -16.202  0.307
180 H -10.766 31.105 -17.326  0.247
181 C -12.255 27.817 -21.014  -1.042
182 C -11.315 26.891 -20.259  0.711
183 O -10.128 27.139 -20.157  -0.645
184 N -11.890 25.826 -19.699  -0.170
185 C -11.273 24.800 -18.934  -0.877
186 H -12.662 27.295 -21.880  0.299
187 H -11.637 28.661 -21.320  0.283
188 H -12.997 28.188 -20.307  0.313
189 H -12.894 25.873 -19.599  0.240
190 H -10.517 25.365 -18.389  0.306
191 H -10.961 23.995 -19.599  0.248
192 H -12.023 24.463 -18.218  0.334

Cartesian forces, eV/Å:
1.137 0.355 -0.645
-0.897 -0.645 -1.060
0.102 0.104 0.462
0.683 1.252 1.121
-0.398 -0.693 -1.033
-0.333 -0.050 0.010
0.107 0.136 0.202
-0.280 -0.244 0.270
0.224 0.187 0.070
-0.258 -0.480 0.198
-0.215 0.144 0.021
0.126 -0.030 0.386
-0.515 0.180 -0.286
-0.303 -2.127 -0.943
0.292 1.456 0.998
-0.426 1.585 -0.326
-0.201 0.284 0.572
0.142 0.221 0.207
-0.124 -0.075 -0.189
0.368 -0.194 -0.231
0.422 -0.557 0.425
-0.076 -0.209 -0.143
0.230 -0.242 -0.096
0.225 -0.320 0.028
-1.038 -0.147 -0.356
-1.476 -0.009 2.131
3.127 -0.760 -0.414
-1.084 0.599 -0.200
-0.365 0.372 -1.013
0.343 -0.021 -0.234
-0.313 0.324 0.586
-0.009 0.085 -0.272
0.275 -0.012 0.573
0.696 -0.196 -0.679
-0.337 -0.287 0.169
0.237 0.067 -0.284
0.166 -1.131 0.243
0.106 0.811 -0.681
0.279 -0.148 -0.442
-0.320 -0.446 1.102
0.184 -1.157 -0.932
-0.383 0.429 0.040
-0.187 0.394 0.193
0.207 -0.027 0.243
-0.010 0.414 -0.193
0.172 0.271 0.328
-0.380 -0.069 -0.075
0.163 0.668 0.166
1.061 -0.197 -0.503
-0.470 0.069 1.265
-0.723 -0.012 -0.403
-0.323 -0.143 0.117
0.535 0.376 -0.550
0.036 0.114 0.483
-0.274 0.265 -0.227
-0.240 -0.154 -0.140
0.316 -0.154 0.113
0.065 -0.133 0.136
-0.145 -0.076 -0.048
0.127 0.033 -0.248
0.018 0.441 0.816
-1.334 -0.167 -0.477
1.173 0.064 -0.397
0.481 -0.401 0.375
-0.118 -0.587 0.163
-0.074 0.130 -0.129
-0.145 -0.107 0.167
-0.211 -0.250 0.032
-0.117 0.167 0.153
0.264 0.442 -0.357
0.158 0.027 -0.086
-0.085 0.211 -0.288
0.601 -0.113 -0.001
-0.234 -1.849 -0.615
-0.001 0.824 0.131
-0.508 0.395 0.693
1.234 0.164 0.344
-0.402 0.595 -0.007
-0.453 -0.261 0.105
-0.260 0.376 0.252
0.279 -0.050 -0.384
0.369 0.121 -0.625
-0.010 0.002 0.233
-0.617 -0.213 -0.122
-0.512 -1.486 0.611
-1.439 0.185 -1.738
0.780 0.139 0.830
0.646 0.788 0.123
0.397 -0.664 0.503
0.075 0.601 -0.388
0.499 0.137 0.169
-0.021 -0.222 0.045
-0.070 0.204 -0.182
-0.208 0.675 -0.062
-0.046 -0.179 0.373
-0.127 -0.176 -0.281
-0.825 0.892 0.007
1.769 -1.904 0.867
-0.065 1.426 0.146
-0.128 0.097 -0.595
-0.220 -0.270 -0.046
0.248 0.070 -0.161
-0.509 -0.059 0.174
-0.246 -0.105 -0.565
-0.477 0.295 0.040
0.403 -0.293 0.247
-0.140 0.229 0.062
0.189 -0.378 -0.173
0.108 -0.230 0.308
2.067 0.363 -2.945
-1.488 -0.015 0.485
-0.759 0.219 1.508
-0.656 -0.609 0.259
-0.053 -0.085 0.218
-0.105 0.001 0.120
0.307 -0.143 0.241
-0.192 -0.304 -0.154
0.439 0.941 -0.306
-0.386 0.281 0.347
0.720 -0.388 -0.055
0.312 0.187 -0.100
1.338 -1.518 -0.551
-1.020 -0.011 0.288
-0.530 1.890 0.763
0.971 0.086 0.108
-0.314 -0.161 0.058
-0.225 0.261 -0.151
0.066 0.008 0.058
-0.226 -0.448 -0.194
-0.436 0.008 -0.086
-0.167 -0.269 0.166
0.185 -0.032 -0.381
0.909 -0.382 -0.598
1.562 2.440 -0.827
-0.415 -0.211 0.796
-1.954 -1.893 -0.402
-0.115 0.044 -0.094
0.129 -0.199 0.240
-0.271 0.502 0.677
0.086 -0.378 0.202
0.073 0.169 -0.188
0.001 0.015 -0.025
0.084 0.118 0.418
-0.049 -0.208 -0.231
0.197 -1.753 0.051
0.479 -1.064 0.154
-1.198 0.332 -1.012
1.024 2.730 0.591
-0.163 -0.745 1.000
-0.114 0.295 -0.271
0.055 0.334 0.110
0.087 0.083 -0.023
-0.285 0.109 0.020
-0.583 0.349 -0.352
0.048 -0.236 0.197
0.460 -0.426 -0.435
0.958 0.769 -0.103
0.109 1.028 -0.813
-2.013 -2.518 -0.304
1.749 1.365 0.273
0.598 0.032 1.442
0.421 -0.291 0.126
-0.613 0.324 -0.276
-0.361 -0.392 0.785
-0.472 -0.130 -0.343
0.244 -0.045 -0.762
-0.475 0.395 0.079
-0.130 -0.594 -0.115
1.373 -0.862 -0.995
-2.709 1.630 -0.024
0.761 -0.054 -0.154
0.605 -1.213 -0.086
0.241 0.605 0.705
0.274 0.428 -0.114
0.275 -0.315 0.746
-0.372 0.389 -0.051
-0.547 -0.410 0.072
0.221 0.212 -0.042
0.369 -0.141 0.345
-0.480 -0.296 -0.409
0.753 0.060 0.391
0.477 0.832 -0.132
0.481 -0.177 -0.082
-2.549 -0.002 -0.421
0.124 0.711 0.523
-0.304 0.201 0.142
-0.188 -0.073 -0.173
-0.390 -0.107 -0.321
0.065 -0.017 -0.459
0.756 -1.016 0.093
0.506 -0.065 0.491
0.213 -0.336 -0.029

Properties
**ΔE to the lowest compared entry with this formula, charge and spin**: 6.1386 eV
**Orbital gap**: 9.13 eV
**HOMO level**: -0.33885 Eh